[1]
# C3H2N2O2

C3H2N2O2 in the gas phase in a non-equilibrium geometry (ωB97M-V/def2-TZVPD, OMol25).

Geometry (Å):
O  0.156  -0.549  -2.003
C  0.119  -0.220  -0.870
C  1.148  -0.355  0.203
N  1.127  0.192  1.338
O  -0.070  0.741  1.649
N  -1.285  0.743  0.955
C  -1.163  0.309  -0.332
H  1.990  -1.037  0.101
H  -2.022  0.176  -1.040

**HOMO energy**: -10.36 eV
**SMILES**: O=c1cnonc1
**E_tot**: -375.35627 Eh
**Energy above the lowest of the compared OMol25 structures with the same formula, charge and spin**: 97.4 kcal per mole
**Kohn-Sham gap**: 9.64 eV
**LUMO energy**: -0.72 eV

Atomic partial charges in e from the Mulliken method, atoms 1 to 2: -0.49 0.48


[2]
# C38H29Cl2IrN2O5S

A molecular structure, C38H29Cl2IrN2O5S (ωB97M-V/def2-TZVPD, OMol25).

Geometry (Å):
Ir  -0.685  -1.418  0.685
C  2.996  -4.054  -2.617
C  3.401  -3.121  -1.517
C  4.688  -2.614  -1.410
C  4.977  -1.753  -0.364
C  4.008  -1.418  0.565
C  4.307  -0.435  1.676
C  3.894  -0.940  3.029
C  2.592  -0.956  3.255
C  1.706  -0.580  2.098
S  -0.043  -0.470  2.605
C  2.742  -1.987  0.354
N  2.449  -2.793  -0.637
H  3.812  -4.228  -3.315
H  2.143  -3.642  -3.158
H  2.682  -5.009  -2.195
H  5.444  -2.881  -2.135
H  5.970  -1.329  -0.268
H  5.356  -0.151  1.644
H  4.634  -1.263  3.748
H  2.133  -1.284  4.177
O  0.478  0.507  -0.284
C  1.558  1.343  0.215
C  2.244  0.583  1.337
O  3.577  0.788  1.411
O  1.662  -1.763  1.179
C  2.560  1.537  -0.930
C  2.638  0.592  -1.946
C  3.583  0.729  -2.955
C  4.459  1.803  -2.951
C  4.386  2.744  -1.933
C  3.442  2.612  -0.928
C  0.968  2.679  0.669
C  0.918  3.047  2.006
C  0.389  4.276  2.379
C  -0.098  5.148  1.416
C  -0.058  4.784  0.075
C  0.475  3.559  -0.294
H  -0.131  1.070  -0.781
H  1.963  -0.253  -1.950
H  3.633  -0.011  -3.744
H  5.193  1.910  -3.739
H  5.067  3.585  -1.922
H  3.397  3.346  -0.133
H  1.311  2.377  2.762
H  0.375  4.559  3.424
H  -0.494  6.113  1.705
H  -0.423  5.464  -0.684
H  0.546  3.302  -1.346
Cl  -2.695  2.029  -1.307
C  -3.003  1.641  0.352
C  -2.598  2.506  1.344
C  -2.818  2.156  2.669
C  -3.405  0.946  2.997
C  -3.798  0.072  1.998
Cl  -4.343  -1.500  2.453
C  -3.638  0.427  0.650
N  -3.907  -0.452  -0.412
C  -4.969  -1.253  -0.576
C  -6.209  -0.937  0.044
C  -7.287  -1.752  -0.142
C  -7.154  -2.907  -0.926
C  -5.940  -3.229  -1.533
C  -4.832  -2.424  -1.397
C  -3.521  -2.803  -2.044
C  -2.354  -2.661  -1.071
O  -1.608  -1.613  -1.243
O  -2.209  -3.422  -0.124
H  -2.104  3.431  1.084
H  -2.496  2.826  3.454
H  -3.527  0.649  4.029
H  -3.104  -0.586  -1.040
H  -6.281  -0.029  0.627
H  -8.239  -1.509  0.308
H  -8.006  -3.560  -1.065
H  -5.862  -4.137  -2.115
H  -3.334  -2.174  -2.918
H  -3.584  -3.838  -2.373

**Expectation value of S²**: 8.80
**HOMO energy (alpha / beta)**: -9.77 / -10.99 eV
**Spin multiplicity**: 6
**E_tot**: -3373.74151 Eh
**Energy above the lowest of the compared OMol25 structures with the same formula, charge and spin**: 69.1 kcal per mole
**Total charge**: +1
**Kohn-Sham gap (alpha / beta)**: 7.34 / 5.01 eV
**LUMO energy (alpha / beta)**: -2.43 / -5.98 eV

Atomic partial charges in e from the Mulliken method, atoms 1 to 2: 1.58 -1.34


[3]
# C3H3N2OS

2 unconnected molecules or ions with the total composition C3H3N2OS in a non-equilibrium geometry (ωB97M-V/def2-TZVPD, OMol25).

Geometry (Å):
C  -0.838  -0.705  -1.054
C  0.552  2.033  -0.512
C  0.142  -1.515  0.967
N  0.238  1.193  0.293
N  -0.440  -0.769  0.093
O  0.778  2.584  -1.473
S  -1.772  -0.356  -2.240
H  0.258  -1.346  2.019
H  0.574  -2.378  0.659
H  0.508  1.260  1.248

**HOMO energy (alpha / beta)**: -14.74 / -14.74 eV
**E_tot**: -698.66489 Eh
**Energy above the lowest of the compared OMol25 structures with the same formula, charge and spin**: 76.4 kcal per mole
**Total charge**: +1
**Kohn-Sham gap (alpha / beta)**: 7.49 / 7.49 eV
**LUMO energy (alpha / beta)**: -7.25 / -7.25 eV

Atomic partial charges in e from the Mulliken method, atoms 1 to 2: 0.58 0.53


[4]
# C3H5NS

C3H5NS in the gas phase in a non-equilibrium geometry (ωB97M-V/def2-TZVPD, OMol25).

Geometry (Å):
C  -2.019  -0.279  -0.125
C  -0.650  -0.673  0.233
C  0.345  0.516  0.244
N  1.561  0.739  0.014
S  2.603  -0.491  -0.075
H  -2.859  -0.893  -0.337
H  -2.151  0.954  -0.346
H  -0.269  -1.627  0.331
H  -0.244  1.575  -0.148
H  3.683  0.179  0.209

**HOMO energy**: -8.56 eV
**SMILES**: C=C/C=N\S
**E_tot**: -570.11797 Eh
**Energy above the lowest of the compared OMol25 structures with the same formula, charge and spin**: 73.2 kcal per mole
**Kohn-Sham gap**: 8.63 eV
**LUMO energy**: 0.06 eV

Atomic partial charges in e from the Mulliken method, atoms 1 to 2: -0.69 0.04


[5]
# C4H9NO3

C4H9NO3 in the gas phase in a non-equilibrium geometry (ωB97M-V/def2-TZVPD, OMol25).

Geometry (Å):
C  0.969  -1.508  0.509
C  -0.255  -0.695  0.164
N  -1.464  -1.435  0.157
C  -0.432  0.655  0.832
C  0.042  1.263  -0.516
O  1.402  1.723  -0.481
O  -0.795  2.298  -1.022
O  -0.073  0.049  -1.215
H  1.025  -2.422  -0.091
H  0.961  -1.788  1.568
H  1.875  -0.919  0.335
H  -1.417  -2.289  -0.394
H  -2.260  -0.907  -0.197
H  -1.457  0.937  1.091
H  0.233  0.849  1.676
H  1.803  1.191  -1.189
H  -0.158  2.998  -1.227

**HOMO energy**: -9.92 eV
**SMILES**: C[C@@]1(N)CC(O)(O)O1
**E_tot**: -438.28385 Eh
**Energy above the lowest of the compared OMol25 structures with the same formula, charge and spin**: 28.4 kcal per mole
**Kohn-Sham gap**: 10.72 eV
**LUMO energy**: 0.81 eV

Atomic partial charges in e from the Mulliken method, atoms 1 to 2: -1.50 1.30


[6]
# C16H14BBrO2Re

A molecular structure, C16H14BBrO2Re in a non-equilibrium geometry (ωB97M-V/def2-TZVPD, OMol25).

Geometry (Å):
C  -1.872  -0.856  -1.018
C  -1.606  -1.347  0.295
C  -1.449  -0.196  1.150
H  -1.731  -2.363  0.654
C  -1.569  0.997  0.334
C  -1.824  0.594  -1.013
H  -1.938  1.264  -1.867
H  -2.080  -1.455  -1.869
H  -1.628  -0.190  2.219
H  -1.555  1.980  0.750
Re  0.024  -0.220  -0.358
Br  2.431  0.144  -0.695
C  2.445  0.624  -4.086
C  1.418  1.426  -4.669
C  0.461  0.553  -5.266
H  1.384  2.513  -4.671
C  0.907  -0.791  -5.069
C  2.138  -0.747  -4.349
H  2.746  -1.602  -4.060
H  3.313  0.992  -3.547
H  -0.444  0.859  -5.789
H  0.403  -1.690  -5.418
O  0.886  -1.599  2.408
B  0.665  -0.401  1.648
O  0.838  0.759  2.474
C  0.869  0.257  3.728
C  1.045  0.978  4.892
C  1.192  0.227  6.058
C  1.246  -1.166  6.033
C  1.157  -1.893  4.842
C  0.907  -1.163  3.695
H  1.071  2.068  4.874
H  1.273  0.751  7.006
H  1.350  -1.715  6.967
H  1.271  -2.975  4.800

**Expectation value of S²**: 3.78
**HOMO energy (alpha / beta)**: -6.73 / -7.90 eV
**Spin multiplicity**: 4
**E_tot**: -3445.62920 Eh
**Energy above the lowest of the compared OMol25 structures with the same formula, charge and spin**: 0.0 kcal per mole
**Kohn-Sham gap (alpha / beta)**: 6.53 / 6.30 eV
**LUMO energy (alpha / beta)**: -0.21 / -1.61 eV

Atomic partial charges in e from the Mulliken method, atoms 1 to 2: -0.37 -0.90